(1)
DFT (ωB97M-V/def2-TZVPD) results for a cluster of 12 separate species, C27H46ClF18N7O21S6 in total at a distorted geometry.

The geometry in XYZ format:
```
126
Properties=species:S:1:pos:R:3:mulliken_charge:R:1
C -9.088 22.292 -14.163 -1.06
C -7.590 22.322 -13.942 0.65
O -6.854 23.271 -14.119 -0.48
N -6.976 20.954 -13.904 0.31
H -7.540 20.283 -14.407 0.41
H -6.099 21.005 -14.403 0.33
C -6.538 20.501 -12.521 -1.53
H -9.470 21.442 -13.598 0.34
H -9.242 22.113 -15.228 0.35
H -9.520 23.229 -13.811 0.32
H -7.346 20.099 -11.911 0.39
H -6.089 21.334 -11.980 0.58
H -5.730 19.804 -12.745 0.54
C 0.209 16.013 -5.205 -1.27
C 1.021 16.819 -6.237 0.72
O 1.184 16.337 -7.351 -0.41
N 2.077 17.819 -5.788 0.06
H 1.839 18.675 -6.268 0.31
H 1.994 18.010 -4.800 0.40
C 3.475 17.379 -6.361 -0.79
H 0.769 15.310 -4.590 0.38
H -0.558 15.391 -5.666 0.35
H -0.303 16.580 -4.427 0.31
H 3.380 16.891 -7.332 0.30
H 3.863 16.663 -5.636 0.32
H 3.993 18.338 -6.382 0.39
C 1.677 19.811 -14.790 -1.20
C 1.907 20.659 -13.569 0.45
O 1.564 20.271 -12.440 -0.42
N 3.198 21.500 -13.661 -0.05
H 3.532 21.571 -14.611 0.39
H 2.901 22.431 -13.405 0.41
C 4.322 20.978 -12.731 -0.72
H 2.602 19.290 -15.038 0.45
H 1.452 20.413 -15.670 0.42
H 0.853 19.155 -14.510 0.27
H 5.199 21.588 -12.948 0.34
H 4.552 19.940 -12.970 0.32
H 3.982 21.176 -11.714 0.31
C -6.927 14.554 -6.789 -1.21
C -7.189 15.663 -7.905 0.07
N -8.554 16.112 -7.919 0.49
C -9.704 15.377 -7.862 -0.22
C -10.767 16.294 -7.811 -0.74
N -10.233 17.553 -7.659 0.20
C -8.920 17.425 -7.669 -0.28
C -10.914 18.803 -7.607 -0.77
H -5.954 14.180 -7.107 0.35
H -7.703 13.798 -6.673 0.37
H -6.747 14.924 -5.780 0.34
H -7.134 15.271 -8.920 0.16
H -6.526 16.527 -7.861 -0.08
H -9.662 14.303 -7.962 0.44
H -11.827 16.089 -7.855 0.45
H -8.215 18.225 -7.498 0.44
H -10.293 19.699 -7.615 0.20
H -11.614 18.836 -6.771 0.34
H -11.562 18.877 -8.480 0.37
C -4.662 18.800 -8.532 -0.66
C -3.850 19.778 -9.427 -0.51
N -2.413 19.430 -9.579 0.86
C -1.358 19.845 -8.750 -0.92
C -0.142 19.327 -9.248 -0.41
N -0.513 18.476 -10.319 0.83
C -1.905 18.566 -10.574 -1.09
C 0.433 17.711 -11.184 -0.68
H -5.580 19.221 -8.124 0.44
H -4.052 18.557 -7.662 0.35
H -4.959 17.929 -9.117 -0.01
H -3.900 20.779 -8.999 0.51
H -4.377 19.785 -10.382 -0.17
H -1.455 20.575 -7.960 0.72
H 0.874 19.521 -8.936 0.56
H -2.382 18.001 -11.361 0.56
H 0.223 16.654 -11.024 0.29
H 1.421 18.069 -10.895 0.27
H 0.100 18.021 -12.175 0.07
Cl 3.761 19.881 -8.935 -0.83
C -7.402 16.524 -11.908 0.41
F -6.645 15.383 -12.064 -0.22
F -8.421 16.240 -11.116 -0.23
F -6.636 17.464 -11.397 -0.01
S -8.023 17.218 -13.631 1.21
O -8.613 18.559 -13.404 -0.73
O -6.857 17.244 -14.509 -0.68
O -9.102 16.349 -14.034 -0.69
C -3.158 14.875 -10.018 0.35
F -3.425 14.184 -8.956 -0.28
F -4.249 14.685 -10.784 -0.19
F -2.970 16.148 -9.741 -0.09
S -1.520 14.081 -10.733 1.17
O -1.876 12.748 -11.135 -0.65
O -1.120 15.015 -11.814 -0.67
O -0.631 14.190 -9.525 -0.67
C -1.605 19.854 -4.203 0.52
F -0.958 18.905 -3.518 -0.21
F -2.215 19.265 -5.323 -0.19
F -2.569 20.547 -3.599 -0.22
S -0.221 21.136 -4.941 0.89
O -0.949 21.993 -5.916 -0.65
O 0.231 21.952 -3.807 -0.64
O 0.739 20.253 -5.581 -0.63
C 3.753 16.413 -11.767 0.53
F 3.296 16.566 -10.527 -0.12
F 2.673 16.377 -12.604 -0.23
F 4.539 17.459 -12.038 -0.22
S 4.699 14.791 -11.851 1.17
O 3.883 13.679 -11.509 -0.63
O 5.240 14.686 -13.248 -0.73
O 5.734 14.838 -10.833 -0.71
C -1.956 21.470 -13.592 0.49
F -2.512 22.669 -13.186 -0.24
F -0.656 21.548 -13.624 -0.18
F -2.292 20.572 -12.617 -0.21
S -2.701 20.777 -15.142 1.01
O -1.968 19.600 -15.630 -0.62
O -4.156 20.584 -14.812 -0.75
O -2.629 21.873 -16.095 -0.72
C -6.682 22.723 -7.964 0.50
F -5.575 22.017 -8.203 -0.18
F -7.005 22.978 -6.678 -0.23
F -6.603 23.909 -8.523 -0.24
S -8.172 21.858 -8.863 1.01
O -8.092 22.164 -10.290 -0.60
O -8.011 20.406 -8.560 -0.56
O -9.328 22.394 -8.118 -0.72
```

Its total energy is -7666.62552 Ha. For the frontier orbital gap, the calculation gives 5.52 eV. The total charge is -2. The highest occupied orbital energy comes out at -3.81 eV.

***

(2)
DFT (ωB97M-V/def2-TZVPD) results for a cluster of 5 separate species, C27H46N11O2S2 in total at a distorted geometry.

The geometry in XYZ format:
```
88
Properties=species:S:1:pos:R:3:mulliken_charge:R:1
C 1.344 0.907 3.484 -1.02
C 0.418 -0.345 3.182 0.36
C 1.175 -1.377 2.204 -0.98
N 0.327 -1.857 1.100 0.66
N -0.557 -2.802 1.462 -0.20
C -1.325 -3.257 0.399 0.17
O -2.330 -4.191 0.345 -0.42
C -3.549 -3.440 -0.031 -0.49
C -3.899 -2.297 0.995 -0.75
N -3.495 -0.965 0.549 0.39
C -4.592 0.038 0.614 -0.99
C -4.425 1.073 1.792 0.51
C -3.035 1.806 1.806 -0.33
O -5.444 2.104 1.671 -0.57
N -0.810 -2.489 -0.672 -0.32
C 0.204 -1.588 -0.263 0.24
N 0.924 -0.687 -0.931 0.24
C 1.935 0.234 -0.388 -1.20
C 3.411 -0.341 -0.313 -0.98
C 0.677 -0.595 -2.425 -0.73
C 1.790 -1.548 -3.114 -0.47
C 2.959 -0.752 -3.827 -0.81
S 4.653 -1.429 -3.417 -0.08
C 5.815 -0.040 -3.335 0.19
S 5.679 1.146 -4.496 -0.21
N 6.845 0.101 -2.359 0.13
C 6.877 -0.201 -0.990 0.06
C 8.149 0.155 -0.363 -0.50
N 8.902 0.678 -1.455 -0.54
C 8.151 0.646 -2.579 -0.13
H 0.800 1.881 3.395 0.23
H 2.248 0.972 2.806 0.34
H 1.768 0.786 4.525 0.32
H -0.603 -0.092 2.796 -0.33
H 0.255 -0.864 4.175 0.38
H 1.396 -2.278 2.857 0.43
H 2.170 -0.969 1.907 0.13
H -0.621 -3.124 2.427 0.29
H -3.455 -3.094 -1.094 0.29
H -4.396 -4.186 0.002 0.37
H -3.397 -2.523 1.991 0.31
H -5.008 -2.372 1.219 0.45
H -3.224 -1.075 -0.430 -0.13
H -4.519 0.649 -0.339 0.28
H -5.632 -0.388 0.632 0.38
H -4.554 0.591 2.808 0.13
H -2.930 2.501 2.691 0.43
H -2.229 1.022 1.947 -0.58
H -2.779 2.344 0.855 0.28
H -5.113 2.815 2.253 0.29
H 1.653 0.657 0.624 0.48
H 1.953 1.133 -1.072 0.56
H 4.035 0.276 -1.027 0.26
H 3.487 -1.396 -0.708 0.33
H 3.885 -0.239 0.698 0.63
H 0.800 0.463 -2.796 0.64
H -0.336 -0.969 -2.710 -0.03
H 1.251 -2.200 -3.854 0.50
H 2.164 -2.245 -2.305 0.23
H 2.807 -0.885 -4.938 0.39
H 2.954 0.344 -3.588 0.40
H 6.062 -0.653 -0.386 0.26
H 8.415 0.040 0.709 0.33
H 8.607 1.037 -3.512 0.34
C -5.111 5.998 1.816 -0.85
C -3.872 5.487 2.456 0.47
N -2.911 5.091 2.952 -0.45
H -5.869 6.186 2.576 0.29
H -4.898 6.926 1.286 0.32
H -5.491 5.261 1.107 0.30
C -0.258 6.688 2.805 -0.47
C 0.766 7.650 2.326 0.21
N 1.560 8.395 1.953 -0.35
H -1.065 6.612 2.079 0.15
H 0.191 5.705 2.941 0.14
H -0.668 7.025 3.756 0.29
C -3.898 -1.293 -4.175 -0.93
C -3.309 -0.239 -3.311 0.54
N -2.854 0.582 -2.642 -0.46
H -3.114 -1.773 -4.761 0.31
H -4.393 -2.043 -3.560 0.27
H -4.628 -0.850 -4.853 0.36
C 0.650 -5.962 -0.742 -0.38
C 1.259 -7.092 -1.485 0.04
N 1.732 -7.967 -2.062 -0.33
H 0.426 -5.144 -1.428 0.13
H -0.275 -6.288 -0.264 0.26
H 1.340 -5.606 0.023 0.28
```

Its total energy is -2605.11747 Ha. For the frontier orbital gap, the calculation gives 7.72 eV. The total charge is +1. The highest occupied orbital energy comes out at -10.66 eV.

***

(3)
DFT (ωB97M-V/def2-TZVPD) results for a structure of composition C27H46PRb at a distorted geometry.

The geometry in XYZ format:
```
75
Properties=species:S:1:pos:R:3:mulliken_charge:R:1
Rb -0.741 -0.432 0.347 0.84
C -3.189 -4.741 -0.387 -1.49
C -2.336 -4.382 0.841 1.02
C -2.935 -4.278 2.113 -0.64
C -2.126 -3.891 3.213 -0.53
C -0.770 -3.653 2.996 -0.54
C -0.155 -3.776 1.745 -0.55
C -0.962 -4.157 0.646 -0.39
H -2.991 -5.831 -0.662 0.31
H -2.916 -4.070 -1.188 0.35
H -4.235 -4.551 -0.158 0.38
H -4.038 -4.458 2.172 0.30
H -2.561 -3.776 4.153 0.53
H -0.273 -3.173 3.827 0.44
H 0.965 -3.712 1.696 0.36
H -0.601 -4.276 -0.372 0.46
C 0.547 1.823 -1.882 -0.78
C 1.445 0.674 -1.906 -0.26
C 2.364 0.853 -0.851 0.56
C 2.089 2.159 -0.261 -0.94
C 0.932 2.653 -0.842 -0.50
C 0.279 4.028 -0.597 2.49
C -0.814 3.842 0.484 -1.62
C -0.440 4.612 -1.817 -1.77
C 1.271 4.920 0.183 -2.00
C 3.534 -0.016 -0.363 2.13
C 4.213 0.704 0.733 -2.24
C 3.112 -1.408 0.253 -1.48
C 4.519 -0.177 -1.547 -1.43
C 1.401 -0.260 -3.102 2.62
C 1.542 -1.793 -2.750 -1.32
C 2.485 0.025 -4.157 -1.66
C -0.002 -0.047 -3.753 -2.02
H -0.258 1.919 -2.616 0.15
H 2.761 2.762 0.341 0.28
H -1.662 3.255 0.177 0.36
H -1.191 4.861 0.770 0.40
H -0.477 3.380 1.461 0.24
H -1.380 4.066 -2.070 0.27
H 0.185 4.625 -2.763 0.32
H -0.680 5.686 -1.602 0.44
H 1.383 4.704 1.254 0.29
H 0.938 5.962 0.105 0.48
H 2.228 4.925 -0.341 0.46
H 3.578 0.720 1.643 0.36
H 4.472 1.701 0.456 0.47
H 5.189 0.263 1.051 0.33
H 2.635 -1.152 1.164 0.42
H 3.969 -2.121 0.469 0.27
H 2.422 -1.870 -0.461 0.12
H 4.792 0.809 -1.981 0.29
H 4.027 -0.751 -2.332 0.11
H 5.500 -0.619 -1.227 0.42
H 2.539 -2.086 -2.333 0.19
H 1.478 -2.328 -3.692 0.64
H 0.767 -2.006 -1.970 -0.12
H 2.571 1.122 -4.034 0.30
H 2.168 -0.107 -5.196 0.41
H 3.482 -0.436 -4.033 0.37
H -0.870 -0.170 -3.007 0.17
H -0.174 -0.894 -4.454 0.48
H -0.108 0.865 -4.278 0.45
C -4.685 1.658 3.312 -1.21
P -3.211 0.814 2.600 0.36
C -4.061 -0.689 1.897 -0.87
C -2.484 -0.059 3.996 -0.86
H -4.923 1.074 4.226 0.37
H -5.503 1.655 2.582 0.35
H -4.468 2.697 3.638 0.32
H -3.367 -1.563 1.775 -0.11
H -4.491 -0.501 0.946 0.42
H -4.834 -0.896 2.646 0.38
H -1.400 -0.355 3.781 0.15
H -3.099 -0.969 4.398 0.27
H -2.374 0.613 4.895 0.40
```

Its total energy is -1421.72037 Ha. For the frontier orbital gap, the calculation gives 5.69 eV. As for the energy relative to the best compared isomer or geometry (same formula, charge and spin): 259.01 kJ/mol. The highest occupied orbital energy comes out at -5.86 eV.

***

(4)
DFT (ωB97M-V/def2-TZVPD) results for a cluster of 6 separate species, C27H47BN6O5 in total at a distorted geometry.

The geometry in XYZ format:
```
86
Properties=species:S:1:pos:R:3:mulliken_charge:R:1
O 6.441 2.094 1.946 -0.51
C 6.300 1.545 0.896 -0.03
O 5.206 1.675 0.145 -0.21
C 5.162 0.951 -1.100 -0.65
C 3.733 1.007 -1.618 -1.37
C 2.785 -0.099 -1.140 0.88
B 3.316 -1.604 -1.263 0.81
O 4.037 -2.200 -0.264 -0.60
O 2.982 -2.367 -2.354 -0.67
C 2.230 0.113 0.280 -1.24
C 0.848 0.744 0.154 -0.04
C 0.461 0.494 -1.283 0.20
O -0.617 0.692 -1.780 -0.70
N 1.556 -0.011 -1.998 -0.09
H 7.067 0.867 0.479 0.42
H 5.845 1.429 -1.808 0.41
H 5.521 -0.073 -0.952 0.47
H 3.756 1.044 -2.711 0.54
H 3.326 1.968 -1.276 0.39
H 4.386 -1.575 0.391 0.23
H 3.687 -2.982 -2.583 0.27
H 2.057 -0.860 0.754 0.45
H 2.968 0.573 0.928 0.46
H 0.766 1.795 0.435 0.35
H 0.114 0.214 0.770 -0.03
H 1.638 0.551 -2.838 0.30
C -0.471 -2.755 -2.084 -0.68
C -0.912 -4.042 -1.410 -0.54
C -1.982 -3.767 -0.346 -0.61
C -1.468 -2.866 0.686 0.45
N -1.044 -2.160 1.485 -0.57
H -0.019 -2.077 -1.359 0.00
H 0.274 -2.947 -2.854 0.18
H -1.314 -2.244 -2.549 0.31
H -0.055 -4.533 -0.943 0.30
H -1.316 -4.733 -2.149 0.36
H -2.312 -4.688 0.138 0.41
H -2.855 -3.298 -0.805 0.32
C 8.210 0.152 3.444 -0.92
C 7.125 0.786 4.304 -0.48
C 5.846 -0.059 4.359 -0.54
C 5.242 -0.229 3.043 0.26
N 4.759 -0.363 2.013 -0.32
H 7.888 0.064 2.406 0.12
H 9.112 0.762 3.454 0.31
H 8.470 -0.843 3.811 0.35
H 6.886 1.780 3.925 0.34
H 7.491 0.909 5.325 0.35
H 5.096 0.405 5.002 0.28
H 6.062 -1.051 4.761 0.30
C -1.965 -0.634 -6.463 -1.13
C -0.735 -1.478 -6.771 -0.32
C -1.046 -2.979 -6.841 -0.48
C -1.575 -3.476 -5.573 0.26
N -1.971 -3.867 -4.571 -0.39
H -2.381 -0.883 -5.486 0.32
H -1.711 0.426 -6.450 0.32
H -2.744 -0.784 -7.214 0.33
H 0.027 -1.306 -6.008 0.21
H -0.306 -1.174 -7.727 0.31
H -0.145 -3.548 -7.076 0.28
H -1.782 -3.183 -7.621 0.30
C -3.669 -0.096 1.229 -1.00
C -4.598 0.539 2.255 -0.03
C -6.040 0.030 2.173 -0.53
C -6.651 0.319 0.877 0.25
N -7.121 0.546 -0.145 -0.48
H -3.987 0.137 0.211 0.36
H -2.651 0.271 1.347 0.20
H -3.643 -1.180 1.342 0.18
H -4.597 1.623 2.129 -0.11
H -4.227 0.337 3.260 0.41
H -6.650 0.500 2.947 0.33
H -6.071 -1.050 2.333 0.33
C -7.823 4.520 3.030 -1.12
C -6.566 5.204 3.553 -0.45
C -5.336 4.289 3.509 -0.37
C -5.521 3.094 4.329 0.29
N -5.685 2.162 4.979 -0.51
H -8.088 3.658 3.644 0.34
H -8.669 5.207 3.044 0.33
H -7.688 4.176 2.003 0.30
H -6.727 5.541 4.578 0.30
H -6.352 6.091 2.955 0.32
H -4.449 4.811 3.870 0.34
H -5.140 3.970 2.483 0.27
```

Its total energy is -1786.68639 Ha. For the frontier orbital gap, the calculation gives 9.53 eV. The highest occupied orbital energy comes out at -9.13 eV. Its SMILES is O=COCC[C@@]1(B(O)O)CCC(=O)N1.CCCC#N.CCCC#N.CCCC#N.CCCC#N.CCCC#N.

***

(5)
DFT (ωB97M-V/def2-TZVPD) results for a structure of composition C27H47Br6N2O5 at a distorted geometry.

The geometry in XYZ format:
```
87
Properties=species:S:1:pos:R:3:mulliken_charge:R:1
C 2.140 -5.135 -1.659 -0.93
C 1.147 -4.290 -1.633 -0.26
C 1.333 -2.929 -2.295 -0.85
C 0.729 -1.741 -1.477 1.71
C -0.738 -2.217 -1.253 -3.38
O -1.628 -1.125 -1.065 1.07
C -2.954 -1.539 -1.339 -0.95
O -3.849 -0.585 -0.883 -0.39
C -4.166 -0.826 0.493 -0.15
C -4.293 0.544 1.179 -0.62
O -2.976 0.920 1.595 -0.47
C 1.404 -1.769 -0.064 -1.22
Br 3.349 -1.973 -0.063 0.00
C 0.950 -0.508 0.681 -1.32
N 1.342 -0.388 2.079 0.80
C 0.300 0.326 2.877 -1.30
C 1.530 -1.660 2.746 0.97
C 0.253 -2.533 2.975 -1.17
O 2.578 -2.066 3.089 -0.56
C 1.267 0.847 -0.058 0.52
C 2.714 1.353 0.084 -2.20
C 2.810 2.846 0.531 -0.89
C 2.532 3.056 2.051 -0.32
O 3.654 3.618 2.691 -0.41
C 3.798 4.999 2.428 -0.71
N 0.625 0.885 -1.443 0.67
Br 1.454 2.258 -2.547 0.14
C -0.747 1.500 -1.210 -0.44
C -1.738 1.743 -2.340 -0.20
C -2.890 2.618 -1.749 -0.25
C -2.556 4.113 -1.681 -0.51
C -2.491 4.800 -3.065 -1.21
C 0.793 -0.390 -2.236 0.51
Br 2.633 -0.242 -3.065 0.06
C -0.052 -0.523 -3.490 -0.24
C 0.363 -0.343 -4.792 -1.10
H 2.005 -6.179 -1.398 0.31
H 3.108 -4.780 -2.005 0.28
H 0.228 -4.649 -1.176 0.19
H 2.400 -2.828 -2.488 0.70
H 0.846 -3.014 -3.278 0.51
H -1.055 -2.770 -2.155 0.89
H -0.834 -2.927 -0.422 0.43
H -3.118 -2.511 -0.838 0.45
H -3.139 -1.709 -2.413 0.28
H -5.068 -1.434 0.636 0.44
H -3.347 -1.339 1.018 0.04
H -5.000 0.484 2.015 0.46
H -4.682 1.225 0.411 0.23
H -2.933 1.886 1.554 0.27
H 1.012 -2.664 0.422 1.30
H -0.162 -0.548 0.680 -0.18
H 0.380 1.398 2.671 0.25
H -0.720 -0.017 2.655 0.39
H 0.568 0.186 3.928 0.54
H 0.466 -3.610 2.900 0.54
H -0.221 -2.275 3.925 0.34
H -0.490 -2.283 2.196 -0.05
H 0.717 1.527 0.599 0.61
H 3.403 1.224 -0.751 0.57
H 3.168 0.809 0.920 0.59
H 2.242 3.514 -0.127 0.39
H 3.865 3.108 0.378 0.61
H 2.363 2.079 2.513 0.25
H 1.634 3.692 2.144 0.28
H 3.210 5.640 3.101 0.28
H 3.559 5.287 1.393 0.30
H 4.854 5.244 2.583 0.28
H -1.272 1.001 -0.389 0.19
H -0.552 2.511 -0.839 0.69
H -1.353 2.256 -3.227 0.42
H -2.232 0.838 -2.698 -0.05
H -3.025 2.260 -0.713 -0.61
H -3.832 2.395 -2.257 0.64
H -1.645 4.303 -1.097 0.21
H -3.366 4.590 -1.112 0.51
H -1.520 4.577 -3.519 0.26
H -3.297 4.399 -3.690 0.29
H -2.645 5.876 -2.967 0.41
H -1.115 -0.740 -3.384 0.25
H -0.030 0.536 -5.316 0.27
H 1.057 -1.007 -5.303 0.32
C 1.368 -5.931 5.683 -0.35
Br -0.272 -5.629 6.655 -0.03
Br 1.918 -4.356 4.710 0.09
Br 2.769 -6.593 6.829 -0.03
H 1.165 -6.702 4.952 0.35
```

Its total energy is -16986.22440 Ha. For the frontier orbital gap, the calculation gives 7.04 eV. The total charge is +1. The highest occupied orbital energy comes out at -11.50 eV.